Run P
10
Properties=species:S:1:pos:R:3 method="wB97M-V/def2-TZVPD" gap_ev=10.71 smiles=[SiH3]N[SiH](Cl)Cl
Si 0.05454 -0.60541 0.42090
N -0.64757 0.88861 -0.18950
Si -0.82048 2.31600 0.70501
Cl 0.80994 2.31387 2.00875
Cl -2.50489 2.00591 1.76186
H 0.12395 -0.41535 1.78653
H -0.58302 -1.73427 -0.24710
H 1.49542 -0.58112 0.05255
H -0.66945 0.94094 -1.18609
H -0.61455 3.53410 -0.28249

***

Run Q
10
Properties=species:S:1:pos:R:3 method="wB97M-V/def2-TZVPD" gap_ev=10.04 smiles=[SiH3]N[SiH](Cl)Cl
Si -1.40639 -0.69428 -0.03720
N -0.30929 0.44675 0.65240
Si 1.63668 0.58111 -0.24627
Cl 2.02768 -1.48701 -0.46991
Cl 2.74246 1.40747 1.12875
H -2.63952 -0.08800 0.43509
H -1.55587 -0.76103 -1.56802
H -1.29977 -1.91173 0.72944
H -0.65060 1.34976 0.92452
H 1.45463 1.15696 -1.54880

***

Most stable one: run P, least stable one: run Q.

***

Run P
13
Properties=species:S:1:pos:R:3 method="wB97M-V/def2-TZVPD" gap_ev=13.36 total_charge=+1
O 2.24627 -0.06128 0.32535
H 2.84762 0.67815 0.16078
H 2.72204 -0.56279 1.00513
O -2.21244 1.70954 0.29521
H -2.11110 2.66588 0.21951
H -3.15897 1.52081 0.37000
O 0.29564 -1.70233 -1.15336
H 1.23096 -1.69498 -1.40456
H -0.19051 -2.19700 -1.83192
O -0.39877 -0.02703 0.60579
H -1.17094 0.61071 0.38411
H -0.05830 -0.75334 -0.02265
H 0.38545 0.39255 1.00441

***

Run Q
13
Properties=species:S:1:pos:R:3 method="wB97M-V/def2-TZVPD" gap_ev=13.09 total_charge=+1
O -1.97494 1.22832 0.81760
H -2.85269 0.85914 0.96850
H -2.04786 2.18427 0.95188
O 0.37586 -2.33841 -1.49491
H -0.20327 -3.00160 -1.91352
H 1.15848 -2.29416 -2.06026
O 1.56548 1.43600 0.64267
H 1.97385 1.38816 1.51350
H 2.12988 2.03357 0.14421
O -0.01362 -0.46335 0.26075
H 0.04244 -1.17070 -0.45478
H 0.75975 0.21111 0.30581
H -0.91336 -0.07233 0.31855

***

Run R
13
Properties=species:S:1:pos:R:3 method="wB97M-V/def2-TZVPD" gap_ev=12.16 total_charge=+1
O 0.02394 -0.03390 -0.20358
H 0.77829 -0.27822 -0.92266
H 0.18388 0.70856 0.40649
H -0.40996 -0.76354 0.27941
O 1.92535 -0.56983 -1.87700
H 2.71641 -1.19252 -1.62270
H 1.70191 -0.14890 -2.69545
O -0.72396 -1.88695 1.79522
H -1.43120 -1.45308 2.48316
H -0.81629 -2.83049 2.02703
O -1.20367 2.51960 0.31586
H -2.07242 2.77655 0.07791
H -0.67228 3.15271 -0.06370

***

Most stable one: run Q, least stable one: run R.